C10H13N4 | wB97M-V/def2-TZVPD

E_HOMO = -12.35 eV
Frontier orbital gap = 8.8 eV
Energy relative to the best compared isomer or geometry (same formula, charge and spin) = 1.0741 eV
SMILES string = N[C@@]1(c2cc(=[NH2+])cc[nH]2)CC=CC=N1

```
! RIJCOSX wB97M-V def2-TZVPD def2/J DEFGRID3
* xyz 1 1
H -2.362 -1.624 -2.699
C -1.777 -0.690 -2.449
H 0.558 1.919 -1.999
H -0.932 -2.734 2.409
H 0.292 -1.308 3.996
C -0.431 -1.754 2.109
C 1.210 0.051 2.536
N 1.413 -0.269 -1.928
C -2.207 0.699 -2.592
H -3.137 0.950 -3.124
C 0.345 -0.948 2.949
C 0.395 -0.458 0.293
H -0.737 -2.237 0.144
H 2.030 -1.088 -1.678
H -1.743 2.731 -1.836
C 1.180 0.320 1.126
N -0.790 -1.050 -1.695
C -0.190 1.393 -1.254
H 1.723 1.224 0.763
N -0.340 -1.517 0.773
C -1.464 1.656 -1.974
N 1.880 0.842 3.323
H 1.649 0.834 4.252
C 0.228 -0.143 -1.187
H 1.168 -0.428 -2.931
H -0.053 1.914 -0.331
H 2.091 1.714 3.006
*
```